## w
An isolated ion of composition C6H11N2 and charge +1. Source: the Open Molecules 2025 dataset; level of theory: ωB97M-V with the def2-TZVPD basis set.

Atoms and positions in Å:
N  -1.248  0.525  0.324
N  2.293  0.034  -0.450
C  -0.027  0.127  -0.457
C  -2.139  -1.899  -0.076
C  -1.388  -0.846  -0.088
C  3.579  -0.179  0.104
C  -2.152  1.555  -0.196
C  1.240  -0.107  0.223
H  -3.145  1.434  0.237
H  -2.232  1.455  -1.279
H  4.137  0.756  0.016
H  1.199  -0.409  1.280
H  3.564  -0.514  1.149
H  0.004  0.475  -1.479
H  -1.837  -2.813  -0.561
H  4.100  -0.910  -0.515
H  -1.771  2.549  0.039
H  -3.111  -1.902  0.404
H  -1.069  0.672  1.325

Properties
Net charge: +1
Highest occupied orbital energy: -0.504 Ha
Lowest unoccupied orbital energy: -3.494 eV
Orbital gap: 10.23 eV
SMILES: C=C1[C@H](/C=N/C)[N@H+]1C

=====

## x
An isolated ion of composition C6H11N2 and charge +1. Source: the Open Molecules 2025 dataset; level of theory: ωB97M-V with the def2-TZVPD basis set.

Atoms and positions in Å:
N  -1.402  -2.942  -1.296
N  -0.059  -0.779  -0.242
C  0.292  0.237  1.083
C  0.878  -0.599  -1.175
C  -0.974  -1.846  -0.301
C  0.927  2.408  -0.121
C  -2.096  -2.431  -0.163
C  0.319  1.822  1.094
H  -0.397  -0.175  1.848
H  -0.699  2.165  1.165
H  0.601  -0.978  -2.147
H  -1.210  -3.851  -1.079
H  0.974  3.437  -0.023
H  1.571  0.250  -1.085
H  -3.078  -2.740  0.206
H  1.920  2.062  -0.184
H  1.327  -0.072  1.260
H  0.841  2.043  2.065
H  0.267  1.989  -0.905

Properties
Net charge: +1
Highest occupied orbital energy (spin up / spin down): -0.473 / -0.473 Ha
Lowest unoccupied orbital energy (spin up / spin down): -5.460 / -5.461 eV
Orbital gap (spin up / spin down): 7.40 / 7.40 eV
SMILES: C=[N+](CCC)C1=CN1

=====

## y
An isolated ion of composition C6H11N2 and charge +1. Source: the Open Molecules 2025 dataset; level of theory: ωB97M-V with the def2-TZVPD basis set.

Atoms and positions in Å:
N  0.702  1.559  1.072
N  -2.758  -0.777  1.706
C  1.001  0.148  0.700
C  -0.669  -0.576  0.222
C  1.743  0.008  -0.594
C  -0.547  -0.553  -1.100
C  -2.228  -1.186  0.671
C  0.710  -0.065  -1.732
H  0.196  1.600  1.966
H  -1.333  -0.884  -1.760
H  1.572  2.103  1.144
H  -2.538  -1.873  -0.104
H  1.407  -0.388  1.551
H  2.292  -0.931  -0.562
H  2.458  0.818  -0.739
H  -3.685  -1.128  1.935
H  0.102  1.984  0.353
H  0.543  0.899  -2.221
H  1.031  -0.758  -2.509

Properties
Net charge: +1
Highest occupied orbital energy: -0.494 Ha
Lowest unoccupied orbital energy: -3.502 eV
Orbital gap: 9.95 eV
SMILES: [H]/N=C/C1=CCC[C@H]1[NH3+]

=====

Most stable structure - y; separation to the second - 0.820 eV.

=====

## w
A 2-piece molecular cluster, C4H10NPS overall. Source: the Open Molecules 2025 dataset; level of theory: ωB97M-V with the def2-TZVPD basis set.

Atoms and positions in Å:
S  -4.165  -0.790  0.370
P  1.453  0.202  0.171
N  2.888  0.653  0.310
C  -3.962  0.991  0.018
C  -3.831  0.648  1.392
C  4.168  0.023  -0.063
C  1.386  -1.328  -0.982
H  -3.212  1.328  -0.755
H  0.782  -0.930  -1.840
H  1.123  -2.268  -0.537
H  4.042  -1.027  -0.376
H  4.828  0.290  0.760
H  2.365  -1.579  -1.266
H  -2.896  0.729  2.078
H  -4.822  1.604  -0.366
H  4.559  0.508  -1.004
H  -4.705  0.946  2.090

Properties
Highest occupied orbital energy: -0.322 Ha
Lowest unoccupied orbital energy: 0.382 eV
Orbital gap: 9.15 eV
SMILES: C/N=P\C.C1CS1

=====

## x
One molecule with the formula C4H10NPS. Source: the Open Molecules 2025 dataset; level of theory: ωB97M-V with the def2-TZVPD basis set.

Atoms and positions in Å:
S  3.051  1.041  -0.660
P  1.678  0.081  0.698
N  0.374  0.281  -0.293
C  1.893  -1.697  0.167
C  -1.852  0.379  -1.093
C  -0.862  0.284  0.014
C  -1.415  0.630  1.398
H  -2.050  1.423  -1.274
H  -2.764  -0.169  -0.762
H  2.091  -2.323  0.925
H  2.740  -1.762  -0.580
H  -0.899  1.593  1.611
H  -2.410  0.797  1.319
H  -1.424  -0.012  -1.989
H  -0.905  -0.073  2.086
H  0.962  -1.872  -0.270
H  1.793  1.398  -1.297

Properties
Highest occupied orbital energy: -0.293 Ha
Lowest unoccupied orbital energy: 0.639 eV
Orbital gap: 8.62 eV
SMILES: CC(C)=NP(C)S

=====

Most stable structure - x; separation to the second - 1.753 eV.

=====

## w
C41H40BrI2InN3O4Se2Si as an isolated structure. Source: the Open Molecules 2025 dataset; level of theory: ωB97M-V with the def2-TZVPD basis set.

Atoms and positions in Å:
I  1.349  -4.109  3.028
I  -4.378  -6.012  3.168
In  -0.066  -0.210  0.393
Br  -1.771  -2.057  -4.083
Se  0.802  2.206  1.303
Se  -3.600  2.815  0.257
Si  1.985  -0.831  -1.082
O  0.043  -2.447  0.702
O  -1.916  2.851  -5.710
O  -2.022  2.290  2.980
O  -1.668  6.436  2.850
N  -0.965  -0.524  2.532
N  -1.109  0.194  -2.645
N  -2.348  -0.731  0.193
C  -0.943  1.506  -2.475
C  1.082  -4.438  -2.960
C  1.198  -3.410  -2.036
C  4.226  -1.117  2.414
C  2.722  0.700  -1.911
C  -1.800  0.647  -4.900
C  3.791  1.399  -1.350
C  4.801  -3.035  1.094
C  -0.178  -0.563  3.606
C  2.133  -3.066  -4.619
C  -2.047  -0.955  5.017
C  -1.388  4.302  1.694
C  -1.532  -0.187  -3.834
C  -1.634  2.011  -4.684
C  -0.867  -3.187  1.233
C  3.196  -1.434  0.238
C  -0.811  5.692  1.988
C  2.639  2.380  -3.667
C  -2.276  -0.673  2.662
C  1.542  -4.266  -4.257
C  -0.608  -4.073  2.297
C  -2.748  4.461  0.990
C  -1.524  3.603  3.049
C  2.164  1.214  -3.086
C  3.696  3.063  -3.083
C  -3.185  -3.925  1.320
C  -2.202  -3.121  0.770
C  1.787  -2.188  -2.382
C  -3.111  -0.501  1.419
C  4.272  2.566  -1.924
C  2.261  -2.044  -3.688
C  -2.857  -0.909  3.902
C  -0.397  3.654  0.715
C  -1.586  -4.874  2.852
C  -1.195  2.452  -3.447
C  -2.514  -2.118  -0.305
C  3.934  -2.609  0.097
C  -2.877  -4.798  2.351
C  -0.677  -0.773  4.873
C  3.359  -0.699  1.417
C  4.951  -2.290  2.254
H  4.066  3.978  -3.528
H  -2.184  4.221  3.670
H  -0.543  3.560  3.534
H  -0.950  3.298  -0.147
H  5.356  -3.957  0.969
H  -1.346  -5.543  3.666
H  0.176  5.569  2.453
H  0.624  -5.374  -2.667
H  -1.287  7.312  2.965
H  -3.459  4.920  1.677
H  2.803  0.225  1.556
H  0.884  -0.436  3.430
H  3.815  -3.208  -0.797
H  -4.200  -3.853  0.950
H  -2.680  2.312  2.258
H  -1.850  -2.247  -1.162
H  -0.011  -0.801  5.723
H  5.097  3.092  -1.460
H  -2.655  -0.065  -0.517
H  2.503  -2.926  -5.627
H  0.299  4.417  0.363
H  5.625  -2.623  3.033
H  1.338  0.695  -3.558
H  1.442  -5.063  -4.982
H  -1.074  3.503  -3.224
H  -2.140  0.271  -5.851
H  -3.480  0.523  1.391
H  -0.563  1.820  -1.514
H  -3.982  -1.163  1.465
H  -1.853  3.762  -5.395
H  4.335  -0.530  3.317
H  -0.680  6.225  1.039
H  -2.477  -1.133  5.995
H  2.746  -1.123  -3.985
H  4.253  1.034  -0.441
H  -3.926  -1.049  3.977
H  0.831  -3.545  -1.030
H  2.182  2.755  -4.575
H  -3.548  -2.260  -0.640
H  -2.622  5.140  0.143

Properties
Net charge: -1
Highest occupied orbital energy: -0.151 Ha
Lowest unoccupied orbital energy: 2.018 eV
Orbital gap: 6.13 eV

=====

## x
C41H40BrI2InN3O4Se2Si as an isolated structure. Source: the Open Molecules 2025 dataset; level of theory: ωB97M-V with the def2-TZVPD basis set.

Atoms and positions in Å:
I  1.457  1.875  6.828
I  0.798  5.138  1.830
In  0.048  0.382  -0.734
Br  1.667  3.273  -1.819
Se  -2.182  -1.401  -1.727
Se  1.495  -0.012  -3.058
Si  1.230  -1.324  0.941
O  0.672  -2.597  -6.218
O  -2.258  5.013  -4.677
O  -1.911  -0.716  -5.955
O  0.050  2.244  0.695
N  -0.830  2.120  -2.112
N  -1.861  0.182  1.121
N  -3.070  2.999  0.321
C  -0.959  -0.509  -4.904
C  1.417  -0.022  2.337
C  1.515  -0.410  3.844
C  -0.389  -2.901  -5.327
C  -0.856  -3.341  1.310
C  -0.094  3.165  -2.463
C  -1.830  -2.323  -3.432
C  2.525  0.916  1.934
C  -1.327  -4.595  1.675
C  -3.596  4.893  1.679
C  -2.068  2.032  -2.598
C  0.464  -2.963  1.548
C  -0.623  -1.839  -4.235
C  -2.603  2.964  -3.461
C  4.036  -3.159  -1.497
C  4.148  -1.590  0.786
C  0.563  3.257  2.759
C  -1.268  0.201  2.463
C  1.301  -3.888  2.181
C  2.865  -0.316  4.475
C  5.267  -2.780  -0.980
C  2.901  -1.922  0.255
C  0.837  -5.141  2.552
C  0.938  3.157  4.141
C  0.227  2.189  1.967
C  -0.476  -5.503  2.286
C  -0.539  4.163  -3.312
C  5.320  -2.008  0.170
C  -3.245  0.707  1.116
C  0.130  0.827  2.650
C  0.461  0.718  4.172
C  2.871  -2.737  -0.879
C  -4.011  4.058  2.697
C  -1.821  4.055  -3.827
C  0.934  1.985  4.782
C  3.795  0.493  3.970
C  -3.406  2.195  1.318
C  -3.151  4.308  0.502
C  3.576  1.189  2.706
C  -3.924  2.687  2.512
C  0.643  -1.755  -3.354
H  0.478  -1.748  -6.627
H  1.065  -1.385  4.045
H  6.183  -3.088  -1.471
H  3.048  -0.884  5.379
H  -2.732  -2.215  -4.033
H  6.280  -1.726  0.587
H  -3.818  0.216  1.914
H  -3.612  2.851  -3.839
H  -3.680  0.422  0.155
H  -1.229  -0.815  2.875
H  4.755  0.606  4.460
H  -0.113  -3.841  -4.843
H  -0.828  -6.496  2.541
H  1.428  -2.377  -3.784
H  1.510  -5.843  3.030
H  -1.359  0.168  -4.144
H  2.449  1.374  0.952
H  3.985  -3.776  -2.386
H  -3.596  5.968  1.790
H  -4.247  2.006  3.289
H  0.406  -2.142  -2.362
H  -1.941  -0.778  0.798
H  -2.147  0.142  -6.313
H  4.332  1.888  2.368
H  2.334  -3.623  2.381
H  -1.708  -3.376  -3.170
H  0.094  4.997  -3.575
H  1.261  4.061  4.641
H  -1.323  -3.054  -5.880
H  -4.383  4.465  3.629
H  -1.531  -2.668  0.793
H  -2.843  4.928  -0.334
H  1.913  -3.047  -1.279
H  -2.632  1.159  -2.290
H  -0.377  0.334  4.768
H  -2.356  -4.861  1.464
H  4.206  -0.998  1.687
H  -3.146  4.795  -4.977
H  -1.929  0.789  3.109
H  -0.046  -0.055  -5.298

Properties
Net charge: -1
Highest occupied orbital energy: -0.161 Ha
Lowest unoccupied orbital energy: 1.868 eV
Orbital gap: 6.24 eV

=====

Most stable structure - w; separation to the second - 2.537 eV.

=====

## w
A 2-piece molecular cluster, C2H2N2O3S overall. Source: the Open Molecules 2025 dataset; level of theory: ωB97M-V with the def2-TZVPD basis set.

Atoms and positions in Å:
S  1.455  -0.302  1.577
O  -3.466  0.282  -1.169
O  1.262  1.512  -0.856
O  0.343  0.380  2.152
N  -1.235  -0.302  -0.722
N  0.957  -1.029  0.342
C  1.941  1.252  0.022
C  -2.314  0.098  -0.968
H  1.603  -1.433  -0.335
H  -0.546  -0.456  -0.042

Properties
Highest occupied orbital energy: -0.380 Ha
Lowest unoccupied orbital energy: -1.445 eV
Orbital gap: 8.88 eV
SMILES: N=S(=O)=C=O.N=C=O

=====

## x
A 2-piece molecular cluster, C2H2N2O3S overall. Source: the Open Molecules 2025 dataset; level of theory: ωB97M-V with the def2-TZVPD basis set.

Atoms and positions in Å:
S  -0.368  -2.130  0.906
O  0.174  1.385  0.880
O  1.896  0.410  -0.261
O  0.649  -0.294  -1.946
N  -2.695  0.561  -0.907
N  0.820  0.198  -0.854
C  -0.264  0.718  -0.097
C  -1.596  0.651  -0.603
H  1.206  1.322  0.930
H  0.177  -2.821  1.951

Properties
Highest occupied orbital energy (spin up / spin down): -0.386 / -0.348 Ha
Lowest unoccupied orbital energy (spin up / spin down): -2.366 / -2.934 eV
Orbital gap (spin up / spin down): 8.14 / 6.55 eV

=====

Most stable structure - w; separation to the second - 3.818 eV.